1.
ORCA calculation (the ωB97M-V functional and the def2-TZVPD basis) on CH2P2S3 as an isolated structure.

Calculated values
**Gap between HOMO and LUMO**: 8.53 eV
**Strongest force on any atom**: 0.0965 Eh/bohr
**HOMO level**: -8.80 eV
**Relative energy (zero: lowest compared OMol25 entry of this formula, charge and spin)**: 63.1 kcal/mol
**Electronic energy**: -1916.5127 Ha

Last column: Mulliken charge in e.
Atoms and positions in Å:
C 0.986 0.405 -0.009  -0.679
P -0.256 0.481 1.515  0.206
P -0.321 0.542 -1.328  0.236
S -1.266 1.814 0.195  -0.180
S -1.106 -1.506 1.105  -0.120
S -1.241 -1.314 -0.965  -0.107
H 1.913 0.913 -0.266  0.432
H 1.292 -1.336 -0.248  0.211

Forces on the atoms, in the same order (eV/Å):
-0.842 -4.867 -0.493
1.253 -0.528 -1.252
0.060 0.161 0.831
-0.137 -0.545 -0.271
0.339 1.352 0.220
-0.384 0.067 -0.482
-0.108 0.252 0.776
-0.180 4.107 0.672


2.
ORCA calculation (the ωB97M-V functional and the def2-TZVPD basis) on CH2P2S3 as an isolated structure.

Calculated values
**Gap between HOMO and LUMO (spin up / spin down)**: 6.30 / 6.48 eV
**Strongest force on any atom**: 0.0721 Eh/bohr
**HOMO level (spin up / spin down)**: -8.92 / -9.03 eV
**Relative energy (zero: lowest compared OMol25 entry of this formula, charge and spin)**: 32.1 kcal/mol
**Electronic energy**: -1916.5620 Ha

Last column: Mulliken charge in e.
Atoms and positions in Å:
C -0.050 0.336 -0.884  -0.518
P 1.048 0.808 0.617  0.260
P -1.467 -0.156 0.134  0.198
S -0.713 1.014 1.870  -0.161
S 2.170 -0.719 1.055  -0.230
S -1.288 -2.114 0.367  -0.238
H -0.122 1.235 -1.662  0.342
H 0.423 -0.403 -1.498  0.347

Forces on the atoms, in the same order (eV/Å):
1.041 3.257 -1.428
-0.454 -0.580 -0.224
-0.002 -0.936 0.886
0.098 -0.441 -1.458
-0.232 0.191 -0.034
-0.119 0.921 0.032
-0.432 -1.475 2.090
0.100 -0.937 0.137


3.
ORCA calculation (the ωB97M-V functional and the def2-TZVPD basis) on one molecule with the formula CH2S.

Calculated values
**Gap between HOMO and LUMO**: 8.35 eV
**Strongest force on any atom**: 0.0566 Eh/bohr
**HOMO level**: -8.90 eV
**Relative energy (zero: lowest compared OMol25 entry of this formula, charge and spin)**: 6.6 kcal/mol
**Electronic energy**: -437.4342 Ha

Last column: Mulliken charge in e.
Atoms and positions in Å:
C -0.166 -0.019 -0.139  -0.327
S 1.435 -0.007 -0.061  -0.168
H -0.646 0.972 0.093  0.235
H -0.624 -0.946 0.106  0.260

Forces on the atoms, in the same order (eV/Å):
0.864 1.864 2.062
0.379 -0.040 -0.601
-0.187 -1.249 -0.928
-1.056 -0.575 -0.533


4.
ORCA calculation (the ωB97M-V functional and the def2-TZVPD basis) on a 2-piece molecular cluster, CH2S3 overall.

Calculated values
**Gap between HOMO and LUMO**: 9.08 eV
**Strongest force on any atom**: 0.0426 Eh/bohr
**HOMO level**: -9.58 eV
**Relative energy (zero: lowest compared OMol25 entry of this formula, charge and spin)**: 11.3 kcal/mol
**Electronic energy**: -1233.8345 Ha

Last column: Mulliken charge in e.
Atoms and positions in Å:
C 0.224 -1.498 -0.160  0.459
S -1.181 -1.991 0.261  -0.219
S -0.640 1.168 0.394  -0.281
S 1.650 -1.226 -0.715  -0.250
H 0.714 1.022 -0.040  0.153
H -0.768 2.525 0.259  0.138

Forces on the atoms, in the same order (eV/Å):
0.002 -1.306 -0.473
0.195 0.054 0.133
1.228 1.124 -0.422
0.074 0.077 0.150
-1.968 0.751 0.606
0.468 -0.699 0.006


5.
ORCA calculation (the ωB97M-V functional and the def2-TZVPD basis) on CH32MnO17P as an isolated structure.

Calculated values
**Expectation value of S²**: 8.754
**Gap between HOMO and LUMO (spin up / spin down)**: 2.96 / 2.96 eV
**Strongest force on any atom**: 0.1034 Eh/bohr
**HOMO level (spin up / spin down)**: -15.10 / -15.14 eV
**Multiplicity**: 6
**Electronic energy**: -2827.6042 Ha
**Charge**: +3

Last column: Mulliken spin population.
Atoms and positions in Å:
O 11.610 15.073 -23.860  -0.001
H 11.725 16.025 -23.890  0.000
H 10.766 14.824 -24.244  -0.002
H 11.502 14.852 -22.932  0.001
O 10.102 16.798 -26.721  0.000
H 11.050 16.730 -26.856  0.000
H 9.978 17.395 -25.980  0.000
H 9.811 15.970 -26.332  0.001
O 8.046 16.249 -21.608  -0.001
H 7.671 15.729 -20.893  0.001
H 8.952 16.444 -21.356  0.001
H 8.011 15.858 -22.484  -0.001
O 6.934 17.825 -24.717  -0.001
H 6.517 18.131 -23.908  0.000
H 7.119 16.905 -24.513  -0.001
H 7.752 18.306 -24.856  0.000
O 9.104 12.846 -21.526  -0.003
H 8.427 13.258 -20.984  0.000
H 9.869 13.425 -21.486  0.001
H 8.771 12.870 -22.426  0.006
Mn 6.940 12.112 -24.624  4.804
C 7.805 9.156 -23.409  0.009
O 7.468 10.490 -23.350  0.083
H 7.656 8.701 -24.388  -0.002
H 8.854 8.966 -23.180  0.003
H 7.273 8.583 -22.649  0.003
P 8.280 14.449 -24.837  -0.013
O 7.232 13.792 -25.826  0.055
O 7.648 15.701 -24.094  0.001
O 9.715 14.811 -25.388  0.005
O 8.293 13.252 -23.819  -0.032
O 10.496 12.769 -27.166  0.000
H 11.040 12.268 -26.558  0.000
H 10.225 13.540 -26.666  0.001
O 5.250 15.376 -26.611  0.000
H 4.858 15.141 -27.451  0.000
H 5.854 14.659 -26.418  0.009
O 7.649 14.605 -28.466  0.001
H 7.727 14.525 -27.516  0.000
H 6.926 14.021 -28.698  0.000
O 4.840 15.534 -23.948  0.000
H 4.671 15.618 -24.886  -0.001
H 5.787 15.417 -23.884  0.003
O 10.547 11.768 -23.940  0.001
H 9.846 12.412 -24.043  0.004
H 10.110 10.992 -23.589  0.001
O 8.220 11.368 -26.211  0.022
H 8.507 12.158 -26.669  0.002
H 8.594 10.648 -26.718  0.004
O 5.525 12.906 -23.315  0.028
H 5.197 13.798 -23.431  0.002
H 5.042 12.569 -22.560  0.002

Forces on the atoms, in the same order (eV/Å):
2.269 0.176 1.864
0.495 0.770 -0.268
-2.714 -0.724 -2.942
0.991 -0.550 0.893
0.312 2.675 -1.104
1.060 0.021 -0.914
-0.003 1.065 -0.008
-0.924 -3.513 0.982
0.485 1.234 2.400
-1.023 -0.310 0.621
0.666 0.685 0.322
-0.891 -1.227 -3.642
-1.260 3.429 -0.811
-0.930 1.008 0.418
1.010 -3.752 -0.019
0.135 0.643 -0.190
0.895 -0.182 2.984
-0.750 -0.509 0.856
0.925 -0.325 0.193
-1.319 -0.350 -3.802
-1.141 -5.181 0.327
0.234 -0.649 0.152
-0.440 2.883 -0.741
-0.305 -0.099 -0.168
0.525 0.124 0.085
-0.304 -0.187 -0.097
-3.143 -2.474 -0.851
2.636 2.904 0.861
1.946 -0.960 0.731
-1.707 0.170 1.269
3.074 3.349 1.597
-0.228 0.181 -0.366
0.287 -0.419 0.216
0.148 0.003 -0.033
-0.338 0.517 0.224
-0.372 0.246 -0.327
0.337 -0.335 0.004
0.550 0.488 -0.161
-0.315 -0.305 -0.010
-0.127 -0.216 -0.276
0.144 0.022 1.573
-0.343 -0.069 -1.196
0.203 0.143 -0.296
1.070 0.913 0.310
-0.431 -0.496 -0.443
-0.359 -0.648 0.034
-0.424 0.116 0.134
0.380 0.142 -0.636
0.015 -0.575 0.017
0.086 0.059 0.550
-0.876 0.839 -0.481
-0.210 -0.749 0.164


6.
ORCA calculation (the ωB97M-V functional and the def2-TZVPD basis) on CH3AsAuF6N2O2 as an isolated structure.

Calculated values
**Expectation value of S²**: 0.755
**Gap between HOMO and LUMO (spin up / spin down)**: 10.27 / 7.82 eV
**Strongest force on any atom**: 0.0103 Eh/bohr
**HOMO level (spin up / spin down)**: -10.84 / -10.98 eV
**Multiplicity**: 2
**Relative energy (zero: lowest compared OMol25 entry of this formula, charge and spin)**: 6.7 kcal/mol
**Electronic energy**: -3270.5971 Ha

Last column: Mulliken spin population.
Atoms and positions in Å:
Au -0.644 1.233 -1.199  0.021
N 0.369 -1.333 -0.919  0.487
N 1.526 -1.068 -1.476  0.462
C 1.708 0.112 -2.492  -0.001
O 2.830 0.196 -2.877  0.061
O 0.646 0.754 -2.728  0.009
H 0.315 -1.612 0.055  -0.015
H -0.414 -1.529 -1.530  -0.008
H 2.315 -1.131 -0.840  -0.021
F -1.804 1.491 0.533  0.003
As -1.228 0.603 2.092  -0.002
F -1.702 -0.839 1.252  0.001
F 0.348 0.373 1.362  0.004
F -0.750 -0.240 3.489  0.000
F -0.702 2.131 2.627  0.000
F -2.813 0.857 2.650  0.000

Forces on the atoms, in the same order (eV/Å):
-0.093 0.195 0.130
0.109 -0.502 -0.120
-0.049 0.375 0.236
-0.152 0.026 -0.127
0.047 -0.029 0.018
0.059 -0.287 -0.006
-0.026 0.072 0.025
-0.024 0.237 0.018
0.012 -0.042 -0.032
0.304 -0.049 -0.019
-0.193 0.234 -0.135
-0.010 -0.242 -0.071
0.081 -0.003 -0.195
0.050 -0.063 0.058
0.001 0.114 0.163
-0.117 -0.038 0.059


7.
ORCA calculation (the ωB97M-V functional and the def2-TZVPD basis) on one molecule with the formula CH3BF2O2.

Calculated values
**Gap between HOMO and LUMO**: 11.17 eV
**Strongest force on any atom**: 0.1101 Eh/bohr
**HOMO level**: -10.74 eV
**Relative energy (zero: lowest compared OMol25 entry of this formula, charge and spin)**: 72.9 kcal/mol
**Electronic energy**: -414.9505 Ha

Last column: Mulliken charge in e.
Atoms and positions in Å:
O -0.476 0.941 0.560  -0.427
B 0.756 0.515 0.343  0.308
C 0.627 -0.374 -1.271  0.504
O -0.438 -1.058 -1.571  -0.432
F 1.203 0.318 -2.312  -0.269
F 1.626 -1.441 -1.038  -0.332
H -0.884 1.115 1.398  0.334
H 1.755 0.847 1.318  -0.029
H -0.440 -1.302 -2.558  0.344

Forces on the atoms, in the same order (eV/Å):
-1.007 -0.332 -0.350
0.853 -0.134 -0.345
4.872 -0.264 2.871
-2.207 0.169 -2.400
-0.933 -0.177 0.245
-0.130 0.952 -0.116
0.273 0.524 0.731
-1.910 -1.220 -2.650
0.188 0.483 2.015


8.
ORCA calculation (the ωB97M-V functional and the def2-TZVPD basis) on CH3Br2ClP as an isolated structure.

Calculated values
**Gap between HOMO and LUMO**: 7.65 eV
**Strongest force on any atom**: 0.0676 Eh/bohr
**HOMO level**: -14.82 eV
**Relative energy (zero: lowest compared OMol25 entry of this formula, charge and spin)**: 73.8 kcal/mol
**Electronic energy**: -5989.1359 Ha
**Charge**: +1

Last column: Mulliken charge in e.
Atoms and positions in Å:
C 0.791 0.098 -1.013  -0.758
P 0.537 -1.230 0.162  0.409
Cl -2.688 0.984 1.871  -0.003
Br 1.427 -0.435 1.986  0.068
Br -2.214 -0.653 0.803  0.262
H 1.740 0.505 -1.309  0.379
H 0.183 0.943 -0.486  0.329
H 0.224 -0.213 -2.014  0.314

Forces on the atoms, in the same order (eV/Å):
-3.250 0.576 -1.084
0.364 0.497 0.713
-0.392 2.294 1.442
-0.258 -0.313 -0.734
0.758 -2.559 -1.659
0.756 -0.102 0.356
0.985 -1.023 -1.159
1.037 0.630 2.124